# 1
A structure of composition C41H62As3BrN5O2SeY, computed with ωB97M-V/def2-TZVPD.

Geometry as XYZ:
```
116
Properties=species:S:1:pos:R:3:forces:R:3:mulliken_charge:R:1
Y 0.12168 0.41815 -0.66204 -0.86 0.12 -0.35 -0.980
C 3.30693 -1.22010 1.61036 0.12 -0.10 0.10 -1.391
As 2.42630 -1.24061 -0.09966 0.24 -0.02 -0.35 0.695
C 3.87205 -0.61968 -1.24840 0.21 -0.05 0.06 -1.126
C 2.29498 -3.17628 -0.34915 0.05 -0.13 0.23 -1.758
C 2.07099 -3.83645 -1.71367 -0.06 -0.14 -0.08 2.726
C 1.93794 -5.34635 -1.45764 0.01 -0.05 0.05 -1.948
C 0.73522 -3.41620 -2.37371 0.08 -0.21 -0.05 -1.753
As 0.46180 -1.56694 -2.91894 -0.22 0.12 -0.06 1.063
C -1.34883 -1.73699 -3.64178 0.20 -0.12 -0.11 -0.912
C 1.35587 -1.40251 -4.63342 0.01 -0.19 -0.09 -1.425
C 3.21821 -3.58766 -2.69828 -0.10 0.07 -0.12 -1.439
As 5.16165 -3.90272 -2.36600 0.13 0.05 -0.10 0.397
C 5.29986 -5.57412 -3.36977 -0.01 -0.01 0.08 -1.138
C 5.34620 -4.66578 -0.57371 0.09 -0.06 0.06 -1.040
H 4.28059 -1.70070 1.50226 -0.03 0.04 0.12 0.481
H 2.69716 -1.77079 2.32489 0.06 0.01 0.03 0.425
H 3.42842 -0.19699 1.95986 0.00 0.00 0.00 0.434
H 4.73943 -1.28040 -1.19632 -0.03 0.06 -0.01 0.383
H 4.15921 0.37068 -0.88896 0.02 -0.03 -0.03 0.537
H 3.56049 -0.54341 -2.28994 -0.03 0.02 0.04 0.121
H 1.47303 -3.46056 0.31871 0.06 -0.02 -0.02 0.560
H 3.20075 -3.58489 0.10669 -0.11 0.01 -0.09 0.360
H 1.09300 -5.54986 -0.79728 -0.04 -0.03 0.02 0.439
H 2.82848 -5.76133 -0.98854 -0.04 0.05 -0.03 0.242
H 1.77453 -5.88645 -2.39105 -0.01 0.02 -0.04 0.460
H -0.10539 -3.63385 -1.70461 0.07 0.00 0.03 0.094
H 0.57907 -4.02350 -3.27210 0.02 0.00 0.06 0.719
H -1.35771 -2.56776 -4.34909 -0.09 0.04 0.01 0.548
H -1.60924 -0.82058 -4.17252 -0.02 0.01 0.03 0.340
H -2.06393 -1.91345 -2.84445 -0.03 -0.02 0.00 -0.082
H 1.17249 -2.32576 -5.18567 0.09 0.09 -0.08 0.517
H 2.42618 -1.24460 -4.53798 0.03 0.01 0.00 0.312
H 0.91672 -0.56307 -5.17026 -0.02 -0.03 -0.02 0.472
H 3.20738 -2.54912 -3.02721 -0.09 0.04 0.04 -0.645
H 3.01505 -4.18535 -3.59206 0.00 0.05 -0.04 0.849
H 5.12614 -5.36232 -4.42324 0.01 -0.03 -0.02 0.349
H 4.57968 -6.31275 -3.01950 0.01 -0.03 -0.01 0.335
H 6.30833 -5.96911 -3.25916 0.00 -0.02 -0.01 0.435
H 5.30349 -3.88897 0.18847 0.00 -0.02 0.03 0.225
H 6.35840 -5.07198 -0.55915 0.00 -0.02 0.04 0.459
H 4.65371 -5.46922 -0.33509 0.04 0.01 0.03 0.300
C 0.92714 5.29069 5.62562 0.09 -0.04 0.07 -1.583
C -0.31772 5.26538 4.73355 -0.04 -0.06 -0.12 1.770
C -1.57215 5.17711 5.60741 -0.10 -0.02 0.08 -1.733
C -0.38384 6.56122 3.92714 0.03 0.10 -0.09 -1.961
C -0.21934 4.04521 3.81423 0.06 0.10 -0.11 -0.200
C 0.22291 4.14105 2.49958 -0.11 -0.16 0.27 -0.159
C 0.33226 2.97587 1.76715 0.08 0.37 0.26 0.998
Br 1.07840 3.12966 0.01801 0.17 0.04 -0.24 -0.184
C 0.02531 1.70098 2.22986 0.35 -0.46 -0.47 -0.313
O 0.20220 0.66118 1.37772 -0.40 0.30 0.91 1.646
C -0.40742 1.58800 3.56123 -0.13 0.33 0.16 -1.118
C -0.50751 2.77041 4.29565 -0.07 -0.07 0.01 -0.346
C -0.70359 0.25616 4.25026 0.03 0.05 -0.01 2.706
C -1.61179 -0.64180 3.40591 -0.35 0.08 0.04 -1.646
C 0.62830 -0.45573 4.50883 0.06 -0.13 -0.08 -1.804
C -1.39859 0.46716 5.59786 -0.05 -0.12 0.13 -2.345
H 0.89111 6.12984 6.32032 -0.04 0.06 0.01 0.450
H 1.83440 5.38599 5.02768 0.02 0.00 -0.02 0.342
H 1.00663 4.37502 6.21357 0.00 -0.02 0.01 0.333
H -1.70651 6.10477 6.16310 0.03 0.04 0.00 0.468
H -1.51342 4.37715 6.34530 0.03 -0.04 0.00 0.387
H -2.46742 5.01412 5.00548 -0.02 0.03 -0.04 0.364
H -0.52152 7.41028 4.59537 -0.01 -0.01 0.06 0.442
H -1.21590 6.55718 3.22053 -0.04 -0.02 0.00 0.418
H 0.53438 6.74944 3.36930 0.04 -0.02 0.00 0.350
H 0.48915 5.08647 2.05528 0.02 0.06 -0.03 0.372
H -0.83969 2.68929 5.32017 0.07 0.07 -0.08 0.305
H -1.12631 -0.94516 2.49019 0.18 -0.09 -0.24 -0.246
H -2.55013 -0.13563 3.14009 0.12 0.00 0.10 0.367
H -1.87264 -1.52984 3.98752 0.02 -0.01 -0.06 0.639
H 1.16568 -0.63990 3.57754 -0.04 0.03 -0.03 0.097
H 0.45819 -1.41542 5.00095 -0.01 -0.02 0.02 0.487
H 1.26672 0.14625 5.15486 0.02 0.03 0.02 0.411
H -2.28439 1.09881 5.51300 -0.04 -0.06 -0.03 0.449
H -0.73763 0.90656 6.34507 0.03 0.03 -0.03 0.430
H -1.71157 -0.50130 5.98931 0.00 -0.01 0.01 0.458
Se -4.38273 4.07130 -6.29304 0.38 -0.25 0.44 0.320
N -4.64739 3.66263 -4.56548 0.23 0.05 -0.36 -0.855
C -3.50582 3.21826 -4.10637 -0.31 -0.03 0.43 0.889
C -3.30748 2.80920 -2.70736 -0.23 0.30 -0.35 0.849
C -4.27235 3.02328 -1.72095 -0.01 -0.03 0.10 -0.818
C -3.98803 2.68399 -0.41502 0.09 -0.08 -0.02 -1.155
C -2.75879 2.09115 -0.13235 -0.10 0.02 -0.07 -0.523
N -1.84003 1.88253 -1.06847 0.08 -0.15 0.09 0.456
C -2.08651 2.26827 -2.33112 0.39 -0.05 -0.21 -0.778
C -0.95862 2.19340 -3.29341 -0.24 0.05 0.38 -0.144
N 0.21527 1.71902 -2.83414 0.01 -0.01 0.08 0.704
C 1.28672 1.81101 -3.61649 -0.01 -0.06 -0.11 -0.685
C 1.24656 2.34229 -4.90116 -0.03 -0.03 0.08 -0.996
C 0.03269 2.76583 -5.39781 0.06 0.00 -0.04 -0.777
C -1.09522 2.69492 -4.58231 -0.38 0.18 -0.29 0.555
C -2.41605 3.17076 -5.02763 0.47 -0.11 -0.14 0.934
N -2.65813 3.57431 -6.24755 -0.38 0.10 0.13 -0.835
H -5.21597 3.47582 -1.99427 -0.02 0.00 -0.02 0.570
H -4.69423 2.86442 0.38192 -0.03 0.01 0.01 0.545
H -2.49908 1.77769 0.87404 -0.02 0.01 0.00 0.425
H 2.21994 1.42977 -3.21357 -0.02 0.01 0.02 0.384
H 2.15078 2.40363 -5.48832 0.02 0.01 -0.02 0.496
H -0.06442 3.17100 -6.39609 0.01 0.00 -0.02 0.588
C -4.45339 -3.05173 0.51483 -0.05 0.15 0.00 -1.030
N -3.64246 -1.97895 -0.06594 0.14 -0.03 -0.02 0.377
C -4.36135 -0.99769 -0.87526 0.02 -0.08 0.13 -0.963
C -2.32195 -1.98049 0.02801 0.10 0.03 -0.32 0.215
C -1.65388 -3.13954 0.70276 0.06 -0.01 0.07 -1.411
O -1.61769 -1.08735 -0.52377 0.12 0.11 0.21 1.120
H -5.48198 -2.70298 0.55623 0.00 -0.05 0.03 0.393
H -4.12780 -3.27723 1.52614 -0.04 -0.04 0.00 0.340
H -4.41228 -3.95020 -0.10033 -0.01 -0.04 0.00 0.314
H -4.94862 -1.52365 -1.62832 -0.01 0.03 -0.01 0.428
H -3.65383 -0.33472 -1.35679 0.03 0.06 -0.04 0.100
H -5.03415 -0.42643 -0.23669 -0.01 0.04 -0.03 0.470
H -1.87589 -4.05464 0.14745 0.02 -0.01 0.05 0.656
H -1.99493 -3.28428 1.72576 -0.01 0.04 0.03 0.565
H -0.58092 -2.97070 0.70734 -0.04 0.01 0.02 -0.408
```
Forces are in eV/Å.

**Total charge**: +2
**LUMO**: -5.53 eV
**Spin multiplicity**: 1
**E**: -374009.319 eV
**HOMO energy**: -12.368 eV
**ΔE to the lowest compared entry with this formula, charge and spin**: 17.12 kcal per mole

# 2
A structure of composition C41H62BrN2O5Se2Si4SnTe, computed with ωB97M-V/def2-TZVPD.

Geometry as XYZ:
```
119
Properties=species:S:1:pos:R:3:forces:R:3:mulliken_charge:R:1
Sn 0.37223 1.58123 -1.58956 0.13 0.40 -0.32 0.999
C -1.36539 5.50420 1.04695 -0.34 -0.32 0.15 -0.505
Se -0.86332 3.63699 0.83622 0.48 -0.35 0.62 -0.005
C 0.60642 3.42437 2.19843 0.08 1.38 0.20 -0.682
C 0.34730 2.26164 3.13685 0.40 -0.40 -0.71 -1.123
Se 0.15368 0.58025 2.15268 -0.32 -0.26 -0.19 0.033
C -1.78397 0.29330 2.45739 1.11 0.39 0.91 -0.020
H -0.69065 6.17457 0.52679 -0.07 0.05 0.02 0.403
H -1.48225 5.73634 2.09821 0.35 0.08 0.22 0.393
H -2.38730 5.52853 0.66854 0.18 0.18 -0.35 -0.251
H 0.62775 4.40132 2.77532 0.01 -1.07 -0.68 0.479
H 1.57088 3.32327 1.66411 -0.56 0.01 0.27 0.401
H -0.53855 2.38798 3.71123 -0.84 0.19 0.38 0.499
H 1.14075 2.06116 3.84434 0.42 0.34 0.04 0.544
H -1.86186 -0.31890 3.36774 -0.29 0.45 -0.31 0.448
H -2.18475 -0.23205 1.61872 -0.30 -0.18 -0.49 -0.437
H -2.17165 1.31460 2.54344 -0.29 -0.49 0.05 0.027
O 2.25997 2.23711 -3.28112 0.06 1.32 -0.12 -0.468
C 2.34557 1.59815 -4.53653 -0.28 -0.07 0.62 -0.887
C 1.16898 0.69700 -4.72136 -0.39 -0.87 -0.64 0.665
C 1.13791 -0.08120 -5.87930 -1.63 -0.84 1.26 -1.030
C 0.26334 -1.17110 -5.91102 -0.37 -0.31 0.57 -0.461
C -0.62800 -1.37752 -4.83267 0.80 1.89 -0.32 -1.232
C -0.65620 -0.40368 -3.82113 -0.32 -1.56 -1.17 -0.362
N 0.25356 0.54972 -3.74788 1.04 0.67 0.26 0.533
H 1.83437 3.11301 -3.44340 0.33 -0.77 0.37 0.282
H 3.24206 0.97458 -4.57062 0.04 0.15 0.15 0.355
H 2.41106 2.32034 -5.33610 0.04 0.23 -0.37 0.464
H 1.74497 0.13424 -6.70920 0.96 0.19 -0.76 0.584
H 0.28414 -1.89243 -6.74035 -0.06 0.51 0.33 0.406
H -1.35762 -2.14581 -4.81774 -0.38 -0.70 -0.09 0.558
H -1.40497 -0.44092 -3.04377 0.03 0.04 0.01 0.713
Br -5.82994 -4.09265 1.56926 0.34 0.07 -0.32 -0.166
C -4.18201 -3.46249 0.85366 0.12 -0.15 0.15 -0.176
C -4.16098 -2.36069 0.02864 0.57 0.40 -0.10 -0.626
C -2.95403 -1.76574 -0.34937 -0.24 -0.85 0.48 -0.254
C -1.75961 -2.37521 0.02938 -0.81 -1.06 0.58 1.022
C -1.78352 -3.57972 0.75911 -0.82 -0.02 0.16 -0.312
C -3.00268 -4.10326 1.19419 0.34 1.13 -1.09 -1.041
C -0.49954 -1.76317 -0.35489 0.72 -1.22 1.26 -0.434
O 0.55569 -2.41806 0.09092 -0.72 0.24 -0.32 -0.441
O -0.46559 -0.73155 -0.97974 0.35 1.29 -1.09 0.400
H -5.09204 -2.00697 -0.32100 -0.79 0.75 -0.23 0.579
H -2.91238 -0.83466 -0.88884 -0.18 0.07 -0.25 0.410
H -0.88951 -4.12574 1.02951 0.04 0.25 -0.22 0.192
H -3.08677 -5.03087 1.66432 0.25 -1.21 1.01 0.537
C 5.81098 -2.13512 -1.53616 -0.03 -0.68 0.45 -1.081
Si 5.37929 -3.67507 -0.47748 -0.40 0.29 -0.56 0.651
C 6.78353 -4.46736 0.47098 0.43 0.18 -0.81 -1.031
C 4.57878 -4.78375 -1.76855 0.72 -1.47 1.17 -0.976
Si 3.71943 -3.25711 1.12266 -0.32 0.33 -0.34 -0.464
Te 2.37994 -1.83458 -0.53506 0.27 0.02 -0.22 -0.332
Si 2.38434 -5.00665 1.95811 -0.29 0.19 -0.22 0.896
C 1.59043 -6.01350 0.53215 0.62 0.78 0.96 -1.107
C 3.45939 -5.97756 3.16666 -0.02 1.63 -0.20 -1.221
C 0.97642 -4.14863 2.94493 0.17 -1.64 0.42 -0.487
Si 4.27844 -1.71311 2.77509 -0.52 0.56 -0.61 0.609
C 4.24592 0.00852 1.93159 0.80 -0.26 0.76 -0.753
C 5.97515 -2.13625 3.36472 -0.08 -1.06 0.87 -1.166
C 2.98122 -1.71799 4.13558 0.12 -0.07 -1.00 -0.562
H 6.44008 -2.47782 -2.34975 0.05 -0.26 -0.35 0.397
H 6.40467 -1.39148 -1.04389 0.09 0.64 0.46 0.341
H 4.91676 -1.69178 -1.98906 0.11 0.00 0.12 0.231
H 7.59079 -4.61427 -0.27360 -0.09 -0.08 0.56 0.381
H 6.47028 -5.44898 0.84528 0.12 0.22 0.05 0.279
H 7.14472 -3.82275 1.28530 -0.06 -0.38 -0.26 0.295
H 5.25005 -5.20773 -2.52335 0.01 0.14 0.17 0.404
H 3.78385 -4.29000 -2.24297 -0.98 1.01 -0.84 0.295
H 4.07061 -5.61405 -1.25174 0.35 -0.04 -0.15 0.164
H 2.23460 -6.59852 -0.12266 0.05 0.39 -0.10 0.448
H 1.00278 -5.24460 0.03337 0.01 -0.17 -0.58 0.095
H 0.90729 -6.69806 0.98728 -0.64 -0.57 0.33 0.492
H 4.34920 -6.37035 2.68287 0.17 -0.03 0.28 0.311
H 2.83556 -6.75367 3.50571 -0.64 -1.40 0.49 0.440
H 3.65675 -5.35026 4.06559 0.29 -0.36 -0.70 0.281
H 0.52739 -3.34607 2.38239 -0.15 0.31 0.03 -0.347
H 1.34400 -3.80330 3.91816 -0.13 0.07 -0.42 0.467
H 0.21171 -4.92754 3.20827 0.39 0.62 -0.41 0.389
H 5.03859 0.15910 1.17499 -0.51 -0.19 0.14 0.305
H 4.43511 0.75617 2.71286 -0.03 -0.01 -0.03 0.407
H 3.25681 0.19261 1.53028 -0.07 0.09 -0.24 -0.104
H 6.65680 -2.16417 2.53478 0.55 0.50 -0.25 0.248
H 6.07688 -3.13664 3.82821 -0.41 0.25 -0.25 0.312
H 6.25741 -1.46606 4.16414 0.48 0.50 -0.03 0.422
H 2.07637 -1.24228 3.70960 0.27 -0.32 0.48 -0.025
H 3.36960 -1.15817 4.96531 -0.02 0.40 0.56 0.484
H 2.78820 -2.74364 4.44457 -0.06 0.21 0.16 0.102
C -5.51146 2.11337 2.97153 -0.05 1.16 0.17 -1.665
C -5.27357 3.20549 1.94488 -0.71 0.45 1.38 1.363
C -5.60696 4.52125 2.31352 -0.20 -0.05 0.15 -1.100
C -5.46524 5.57752 1.45349 0.37 0.21 -0.89 -1.129
C -4.89342 5.36599 0.21274 0.86 -1.40 -0.91 -0.920
C -4.54256 4.04822 -0.15436 -0.48 -0.16 0.13 0.244
N -3.96022 3.71723 -1.38297 0.29 0.41 -0.31 -0.180
C -3.58133 4.54364 -2.41434 -0.90 0.73 -0.93 0.319
C -4.39624 5.61561 -2.90197 1.66 0.10 -0.42 -0.538
C -3.98369 6.38347 -3.99151 0.52 -0.81 0.20 -0.604
C -2.77462 6.11183 -4.66569 -0.69 0.25 0.40 -0.823
C -1.97732 5.11651 -4.15329 0.71 -0.40 -0.57 -0.738
C -2.38505 4.27471 -3.10881 0.19 0.85 -0.12 0.586
C -1.39642 3.25843 -2.72798 0.61 -0.11 0.28 1.341
O -0.15231 3.46811 -2.90720 -0.48 -0.27 0.12 -0.766
O -1.74347 2.15081 -2.18050 -0.02 -0.05 0.17 -0.716
C -4.78774 2.93567 0.69509 0.06 0.70 -0.35 0.623
C -4.51665 1.52339 0.28052 0.63 -0.36 -0.07 -0.885
H -5.80630 2.61645 3.90509 -0.04 -0.47 -0.24 0.376
H -4.60104 1.57236 3.16260 0.37 -0.40 0.10 0.220
H -6.28065 1.41891 2.65919 -0.21 -0.17 0.01 0.387
H -6.01480 4.76283 3.27966 -0.12 -0.38 0.34 0.339
H -5.77804 6.58311 1.66659 -0.07 0.18 0.52 0.429
H -4.60079 6.14692 -0.48538 -0.39 0.09 0.41 0.686
H -3.33697 2.93713 -1.38586 0.07 -0.77 0.52 0.133
H -5.26920 5.94006 -2.39554 -0.73 -0.21 0.37 0.683
H -4.58940 7.21446 -4.31684 -0.20 0.01 -0.04 0.413
H -2.51629 6.69189 -5.54849 0.20 -0.10 0.31 0.415
H -0.96541 4.91209 -4.54473 -0.77 0.22 -0.02 0.311
H -4.81390 1.37459 -0.75332 -0.22 -0.14 -0.18 0.572
H -5.01995 0.76731 0.91852 0.34 0.60 -0.40 0.464
H -3.42465 1.32368 0.29787 -0.39 -0.01 0.10 -0.341
```
Forces are in eV/Å.

**Total charge**: +1
**LUMO**: -2.24 eV
**Spin multiplicity**: 1
**E**: -302110.371 eV
**HOMO energy**: -9.420 eV
**ΔE to the lowest compared entry with this formula, charge and spin**: 14.84 kcal per mole

The lowest total charge belongs to which entry? C41H62BrN2O5Se2Si4SnTe

The lowest E belongs to which entry? C41H62As3BrN5O2SeY